Entry 1:
{"formula": "C4H14N4", "method": "wB97M-V/def2-TZVPD", "e_lumo_ev": -5.8, "total_charge": 2, "homo_ha": -0.5934, "elements": ["C", "C", "C", "C", "N", "N", "N", "N", "H", "H", "H", "H", "H", "H", "H", "H", "H", "H", "H", "H", "H", "H"], "coordinates": [[-2.3034, -1.0394, -0.2000], [-3.2598, 1.2170, 0.0184], [-1.1846, -0.0275, 0.1133], [2.9321, -0.6767, 0.3235], [-1.8334, 1.1523, 0.1928], [2.2089, 0.5656, 0.4832], [-3.6195, -0.2568, 0.0478], [4.2938, -0.4271, -0.5374], [-2.1891, -1.2582, -1.1970], [-2.2248, -2.0009, 0.4276], [-3.7413, 1.7334, 0.9694], [-3.4856, 1.5140, -1.0312], [2.4684, -1.3792, -0.3814], [3.3088, -1.1075, 1.2074], [-1.4211, 1.9801, 0.5206], [2.5396, 1.1961, 1.2637], [1.7298, 0.9642, -0.2535], [-4.2510, -0.6877, -0.5707], [-3.8703, -0.6352, 0.9555], [4.6328, -1.2211, -1.2069], [5.0688, -0.0646, 0.0126], [4.2010, 0.4592, -1.1577]], "forces_ev_per_a": [[1.5, 0.8, 3.2], [-1.7, -0.5, 0.9], [-1.4, 1.2, 0.0], [-0.7, 2.5, -2.5], [0.7, -3.2, 0.0], [3.2, -2.0, 3.4], [2.0, -1.4, 1.4], [0.8, 1.3, -2.7], [-0.1, -0.7, -2.5], [-0.4, 1.6, -0.9], [0.5, -0.7, -2.6], [-0.4, 0.6, 1.1], [-0.4, 0.2, 0.8], [0.0, -0.4, 1.1], [1.1, 1.2, 0.2], [-0.7, -1.1, -1.6], [-1.0, 0.7, -1.6], [-1.7, 0.4, -1.4], [-0.5, 0.7, 0.5], [-0.7, 1.6, 1.7], [0.4, -0.8, 0.6], [-0.5, -1.9, 0.8]]}

Entry 2:
{"formula": "C12H29NNiO2S2", "method": "wB97M-V/def2-TZVPD", "multiplicity": 3, "e_lumo_ev": [-6.0, -8.3], "total_charge": 2, "s2": 2.01, "homo_ha": [-0.5897, -0.5900], "elements": ["Ni", "S", "S", "C", "C", "C", "N", "C", "C", "H", "H", "H", "H", "H", "H", "H", "H", "C", "H", "H", "H", "H", "H", "H", "H", "C", "C", "H", "H", "H", "H", "C", "O", "C", "C", "O", "C", "H", "H", "H", "H", "H", "H", "H", "H", "H", "H"], "coordinates": [[0.1998, -0.6987, -0.7878], [-0.1525, -1.8357, 1.0050], [0.7381, 1.3662, -0.8867], [0.5595, -1.1247, 2.5853], [1.3567, -2.8979, 0.7013], [2.5374, -2.1337, 0.2057], [2.1864, -1.3120, -1.0202], [3.0998, -0.0725, -1.1230], [2.3551, 1.0895, -1.7077], [1.0305, -3.6846, 0.0194], [1.5613, -3.3860, 1.6595], [3.3876, -2.8159, -0.0032], [2.8465, -1.4256, 0.9791], [4.0851, -0.2805, -1.6485], [3.3482, 0.1783, -0.0793], [2.2109, 1.0091, -2.7889], [2.8849, 2.0359, -1.5028], [1.6178, 1.9197, 0.6858], [2.3156, -1.8749, -1.8849], [2.2181, 1.1289, 1.1384], [0.8960, 2.3215, 1.3901], [2.2422, 2.7127, 0.2953], [-0.1530, -0.4310, 3.0224], [1.5073, -0.6254, 2.3879], [0.7065, -1.9584, 3.2690], [-0.6496, -1.6629, -2.5938], [-1.9690, -1.4440, -2.4493], [-0.2219, -2.5332, -2.1662], [-0.1317, -1.1593, -3.4296], [-2.6097, -1.9929, -1.7855], [-2.5411, -0.8635, -3.2844], [-0.9890, 1.9792, 2.6760], [-1.3807, 1.3121, 1.4692], [-2.7633, 1.5678, 1.1781], [-3.4051, 0.4835, 0.2958], [-2.7324, 0.1431, -0.9250], [-2.4241, 1.3123, -1.7462], [-0.1519, 1.4394, 3.1394], [-1.8207, 1.9953, 3.4063], [-0.6882, 3.0079, 2.4369], [-3.3734, 1.5194, 2.1151], [-2.8854, 2.5574, 0.6791], [-3.4462, -0.4532, 0.8917], [-4.4659, 0.8449, 0.0855], [-3.1943, 1.4100, -2.5557], [-2.3005, 2.2655, -1.1427], [-1.4417, 1.0666, -2.2057]], "forces_ev_per_a": [[-0.5, -0.7, -1.5], [1.4, -0.6, 2.5], [1.8, 1.9, 1.5], [-0.6, -0.1, -0.5], [-1.2, -0.8, 0.2], [0.5, 0.4, -0.8], [1.0, 0.3, -0.1], [0.5, -1.1, 0.6], [-0.1, 0.8, -0.7], [0.1, 0.0, -0.1], [0.1, 0.1, -0.2], [-0.5, 0.4, 0.2], [0.1, -0.1, -0.2], [-1.3, 0.1, 0.4], [0.1, -0.2, -0.6], [-0.1, 0.0, 0.1], [0.0, -0.5, -0.4], [-0.8, 0.0, -0.6], [-0.1, 0.4, 0.8], [-0.3, 0.1, -0.1], [0.1, -0.1, -0.2], [0.2, 0.2, 0.3], [0.0, -0.2, -0.2], [-0.2, 0.0, 0.0], [0.0, -0.1, -0.1], [-0.5, 1.2, -1.1], [-1.1, -0.1, -2.7], [0.6, -0.9, 0.6], [-0.1, -0.5, 0.5], [0.0, -0.3, 0.2], [1.2, -0.7, 2.0], [-0.3, 0.1, 0.2], [-0.6, -0.3, 0.3], [-0.5, -0.1, -0.4], [-0.8, -0.1, 0.5], [0.5, 1.9, 0.5], [0.0, 0.0, -0.1], [-0.2, 0.3, -0.3], [0.4, 0.1, -0.3], [-0.1, -0.1, 0.3], [0.5, 0.4, -0.6], [0.1, -0.4, 0.7], [-0.1, 0.4, -0.5], [1.2, -0.5, 0.2], [0.6, 0.2, 0.8], [-0.3, -1.3, -0.9], [-0.9, 0.5, 0.0]]}

Entry 3:
{"formula": "C52H114N12O25P4", "method": "wB97M-V/def2-TZVPD", "e_lumo_ev": 0.1, "smiles": "CN(C)P(=O)(N(C)C)N(C)C.CN(C)P(=O)(N(C)C)N(C)C.CN(C)P(=O)(N(C)C)N(C)C.CN(C)P(=O)(N(C)C)N(C)C.C[C@H]1COC(=O)O1.C[C@H]1COC(=O)O1.C[C@H]1COC(=O)O1.C[C@H]1COC(=O)O1.C[C@H]1COC(=O)O1.C[C@H]1COC(=O)O1.C[C@H]1COC(=O)O1", "homo_ha": -0.2921, "elements": ["C", "N", "C", "P", "O", "N", "C", "C", "N", "C", "C", "H", "H", "H", "H", "H", "H", "H", "H", "H", "H", "H", "H", "H", "H", "H", "H", "H", "H", "C", "N", "C", "P", "O", "N", "C", "C", "N", "C", "C", "H", "H", "H", "H", "H", "H", "H", "H", "H", "H", "H", "H", "H", "H", "H", "H", "H", "H", "C", "N", "C", "P", "O", "N", "C", "C", "N", "C", "C", "H", "H", "H", "H", "H", "H", "H", "H", "H", "H", "H", "H", "H", "H", "H", "H", "H", "H", "C", "N", "C", "P", "O", "N", "C", "C", "N", "C", "C", "H", "H", "H", "H", "H", "H", "H", "H", "H", "H", "H", "H", "H", "H", "H", "H", "H", "H", "C", "C", "C", "O", "C", "O", "O", "H", "H", "H", "H", "H", "H", "C", "C", "C", "O", "C", "O", "O", "H", "H", "H", "H", "H", "H", "C", "C", "C", "O", "C", "O", "O", "H", "H", "H", "H", "H", "H", "C", "C", "C", "O", "C", "O", "O", "H", "H", "H", "H", "H", "H", "C", "C", "C", "O", "C", "O", "O", "H", "H", "H", "H", "H", "H", "C", "C", "C", "O", "C", "O", "O", "H", "H", "H", "H", "H", "H", "C", "C", "C", "O", "C", "O", "O", "H", "H", "H", "H", "H", "H"], "coordinates": [[8.6774, -4.2265, -6.8374], [8.8172, -2.7292, -6.9247], [9.2260, -2.2112, -8.2666], [8.6137, -1.8899, -5.4815], [9.4937, -2.4378, -4.4290], [8.9687, -0.2811, -5.7172], [8.3058, 0.6207, -6.6665], [9.9654, 0.4580, -4.9830], [6.9360, -1.9388, -5.1191], [5.9273, -2.6190, -5.9935], [6.4523, -1.6924, -3.6480], [8.5823, -4.7072, -7.8111], [7.9074, -4.6172, -6.1722], [9.6302, -4.5646, -6.4301], [9.2990, -2.9181, -9.0931], [10.2688, -1.9336, -8.1132], [8.7238, -1.2601, -8.4434], [7.6020, 1.4176, -6.4261], [8.9574, 1.1686, -7.3471], [7.6326, 0.1313, -7.3703], [10.4462, 1.2077, -5.6113], [9.3644, 1.0266, -4.2732], [10.5667, -0.3271, -4.5246], [4.9078, -2.2824, -5.8055], [6.0961, -2.5198, -7.0658], [5.8458, -3.6632, -5.6915], [5.3721, -1.8299, -3.6001], [6.6939, -0.6789, -3.3276], [6.7788, -2.3560, -2.8472], [-1.7806, -3.9261, 5.3507], [-1.2630, -3.3823, 6.5422], [0.2050, -3.1836, 6.5178], [-2.2426, -2.8815, 7.9156], [-3.7089, -2.8768, 7.6346], [-1.9229, -4.0575, 9.0723], [-1.8754, -5.5156, 8.8849], [-1.9574, -3.8081, 10.5244], [-1.5479, -1.4200, 8.5244], [-2.4187, -0.2757, 8.7920], [-0.1896, -1.2569, 9.0646], [-2.3656, -3.2076, 4.7766], [-2.1979, -4.8983, 5.6131], [-1.0981, -4.2047, 4.5477], [0.4806, -2.1617, 6.2572], [0.5461, -3.8964, 5.7671], [0.7047, -3.4062, 7.4606], [-2.8452, -5.9688, 9.0903], [-1.7424, -5.6771, 7.8152], [-1.1261, -6.0575, 9.4620], [-1.3626, -3.0050, 10.9597], [-2.9746, -3.6395, 10.8779], [-1.7884, -4.6977, 11.1311], [-3.3354, -0.3132, 8.2035], [-2.8023, -0.1229, 9.8008], [-2.0627, 0.6572, 8.3549], [0.0153, -0.2086, 9.2815], [0.6383, -1.7530, 8.5580], [-0.2596, -1.6435, 10.0813], [-10.0023, -0.5781, 0.2387], [-9.4651, -1.3856, 1.3801], [-8.9349, -2.5924, 1.0768], [-9.0407, -0.6667, 2.9493], [-8.8625, -1.7692, 4.0078], [-7.5854, 0.2254, 2.5995], [-7.3693, 1.0197, 1.3975], [-6.4912, 0.2381, 3.6335], [-10.2352, 0.5331, 3.2225], [-11.6380, 0.3116, 2.8064], [-9.9801, 1.3773, 4.3456], [-9.1717, -0.4111, -0.4470], [-10.3766, 0.4278, 0.4292], [-10.8124, -1.1508, -0.2129], [-9.3495, -2.8295, 0.0970], [-9.2464, -3.3706, 1.7737], [-7.8454, -2.5958, 1.0438], [-6.5632, 1.7531, 1.4137], [-7.1541, 0.4399, 0.4999], [-8.1713, 1.7522, 1.3067], [-5.6027, 0.7510, 3.2652], [-6.9239, 0.3135, 4.6311], [-6.0379, -0.7499, 3.5533], [-12.4397, 0.3958, 3.5401], [-12.0345, 0.8192, 1.9270], [-11.5780, -0.7251, 2.4751], [-10.4161, 0.8355, 5.1848], [-10.5166, 2.3224, 4.2614], [-8.9618, 1.4733, 4.7226], [7.8967, -4.3637, 6.3223], [8.0369, -4.6747, 4.8712], [9.0798, -3.8110, 4.1294], [7.0165, -5.7922, 4.0832], [7.6360, -6.3622, 2.9033], [6.4958, -7.0075, 5.1570], [5.3959, -6.9860, 6.1221], [7.4817, -8.2079, 5.2500], [5.5963, -4.8302, 3.7452], [4.6541, -5.5108, 2.7595], [5.7651, -3.3872, 3.6642], [7.0148, -3.7641, 6.5479], [8.8286, -3.9791, 6.7367], [7.6133, -5.2351, 6.9125], [9.9515, -4.3202, 3.7185], [9.4229, -2.9914, 4.7609], [8.5701, -3.2947, 3.3160], [4.5533, -7.6057, 5.8152], [5.7484, -7.4241, 7.0559], [4.9826, -5.9935, 6.3018], [8.4745, -7.8010, 5.4416], [7.2869, -8.8121, 6.1361], [7.2967, -8.7809, 4.3414], [4.0922, -4.8135, 2.1381], [5.1878, -6.2973, 2.2259], [3.8097, -5.9341, 3.3034], [5.9034, -3.1348, 4.7155], [4.8792, -3.0099, 3.1534], [6.6319, -2.9459, 3.1723], [-0.4721, -0.7388, 0.9054], [-0.2476, 0.3040, -0.1516], [0.4504, -0.1126, -1.3625], [-0.3391, 0.3889, -2.4000], [-1.6140, 0.5960, -1.9678], [-2.5292, 1.0066, -2.7851], [-1.5758, 0.5380, -0.6130], [0.4816, -0.8616, 1.4189], [-0.5328, -1.7928, 0.6340], [-1.2076, -0.4938, 1.6716], [0.2687, 1.2366, 0.0760], [0.6213, -1.1879, -1.4146], [1.4372, 0.3502, -1.3486], [-3.3791, 6.7351, -2.8839], [-3.0418, 8.1599, -2.5647], [-4.3059, 8.8394, -1.9975], [-3.7538, 9.6212, -0.9939], [-2.6299, 9.2962, -0.6765], [-1.9588, 9.7567, 0.2555], [-2.1927, 8.2492, -1.3969], [-3.6221, 6.2858, -1.9210], [-2.5991, 6.1451, -3.3650], [-4.3036, 6.8171, -3.4555], [-2.5485, 8.5326, -3.4624], [-4.9513, 8.1145, -1.5015], [-4.9097, 9.5341, -2.5815], [1.0547, 6.8760, 6.3692], [0.6685, 5.6219, 5.5469], [0.5736, 5.8403, 4.0453], [1.2986, 4.7948, 3.5830], [2.1467, 4.3162, 4.5256], [3.0143, 3.4710, 4.3546], [1.6941, 4.7256, 5.6900], [1.2054, 7.7828, 5.7835], [2.0381, 6.7509, 6.8224], [0.2805, 7.2209, 7.0545], [-0.2955, 5.4038, 6.0065], [1.0254, 6.8002, 3.7948], [-0.4936, 5.8790, 3.8270], [-2.5383, 3.9150, -8.7531], [-3.2132, 5.2133, -9.2537], [-4.7450, 5.1760, -9.1877], [-5.0756, 6.4907, -8.6435], [-3.9534, 7.1045, -8.1673], [-3.8623, 8.1614, -7.5685], [-2.8276, 6.2587, -8.4571], [-2.5977, 3.0720, -9.4415], [-2.9463, 3.4899, -7.8361], [-1.4857, 4.0561, -8.5077], [-2.9877, 5.2533, -10.3194], [-4.9702, 4.3000, -8.5793], [-5.2395, 5.0136, -10.1454], [-8.0416, 2.2795, -5.1531], [-8.0881, 3.7979, -4.7905], [-9.5425, 4.2379, -4.9464], [-9.8454, 4.9433, -3.8150], [-9.0612, 4.5743, -2.8194], [-9.2848, 4.7788, -1.6103], [-7.9490, 4.0409, -3.4042], [-8.1014, 2.2613, -6.2413], [-8.8314, 1.6875, -4.6904], [-7.0623, 1.8419, -4.9589], [-7.3453, 4.4098, -5.3023], [-10.2172, 3.3820, -4.9643], [-10.0207, 4.6372, -5.8408], [1.9499, 8.8238, -5.7956], [1.8712, 7.3726, -6.1349], [3.1322, 6.7867, -6.5846], [3.2391, 5.6660, -5.7462], [2.2333, 5.6792, -4.7889], [2.1103, 4.9668, -3.8771], [1.4169, 6.6594, -5.0747], [2.5268, 9.2261, -4.9629], [0.9236, 9.1117, -5.5677], [2.2618, 9.4680, -6.6177], [1.0926, 7.3086, -6.8950], [3.9354, 7.4951, -6.3815], [3.0260, 6.6794, -7.6641], [4.0850, -8.1530, -4.6802], [2.8434, -7.6319, -4.0086], [3.0420, -7.3346, -2.5869], [2.0414, -6.2920, -2.4238], [1.5726, -5.8639, -3.6198], [0.7799, -4.9793, -3.7230], [2.2326, -6.4841, -4.6628], [4.4452, -9.0931, -4.2625], [4.9633, -7.5385, -4.4826], [4.0191, -8.3073, -5.7572], [2.1264, -8.4284, -4.2077], [3.9725, -6.7794, -2.4687], [2.9587, -8.1886, -1.9147]], "forces_ev_per_a": [[1.4, 0.7, 0.4], [-1.8, -1.1, -0.9], [1.3, 1.0, 2.2], [-0.6, -0.1, -0.1], [-0.4, 0.2, 0.2], [-1.0, 1.2, -2.2], [-1.2, -0.6, -1.6], [-0.8, -0.6, 0.8], [-0.5, -0.2, 0.9], [0.2, -0.1, 1.2], [0.2, -0.2, -1.6], [-0.3, 0.4, -0.1], [-0.2, 0.5, 0.0], [0.0, -0.4, 0.1], [-1.0, -0.2, 0.3], [0.3, 0.3, -0.4], [-0.2, -0.4, -0.7], [0.1, 0.1, 1.8], [0.9, -0.3, 0.2], [0.1, -0.9, 0.0], [0.5, -0.5, -0.1], [0.6, 0.2, 0.7], [0.6, 0.8, 0.3], [0.1, 0.7, 0.1], [0.4, 0.0, 0.2], [0.3, -0.4, -0.4], [-0.1, 0.3, -0.5], [0.0, 0.0, -0.3], [0.8, -0.4, -0.5], [-1.1, -0.7, -1.2], [1.1, 1.5, 2.7], [-0.8, -0.2, 0.1], [0.4, -0.8, -0.7], [1.5, 0.9, -0.3], [2.0, -0.5, 2.1], [-0.9, 0.6, -1.8], [-1.4, 0.4, 0.5], [-0.7, -0.5, -0.9], [-1.2, 0.2, -1.3], [-0.8, -0.4, 1.5], [-1.1, -0.3, 0.4], [-1.2, 0.2, -0.6], [1.1, 0.2, 0.6], [0.1, 0.1, -0.3], [0.5, 0.3, 0.1], [-0.2, -0.3, 0.1], [-0.2, 0.0, 0.3], [0.4, -0.3, 0.0], [0.3, 0.5, 0.0], [0.2, 0.0, -0.6], [-0.5, 0.6, -0.3], [0.8, -0.3, -0.6], [-0.2, -0.9, 0.0], [0.6, -0.2, 0.4], [0.9, 0.1, 0.5], [0.0, 0.1, -0.8], [-0.4, 0.3, -0.2], [0.6, -0.4, 0.2], [0.9, -0.5, 0.5], [-2.3, 6.1, 3.2], [0.9, -3.0, -0.9], [0.6, -1.4, -1.2], [-0.2, 2.9, -2.3], [0.0, -0.3, 1.5], [-0.6, 0.7, 0.2], [-0.5, -2.3, -1.7], [0.7, -0.6, -1.9], [0.6, -1.5, -0.3], [-1.1, -0.4, 1.7], [-0.1, -0.2, -0.5], [0.1, -0.2, 0.8], [0.1, 0.0, -0.3], [0.4, -0.6, -0.2], [0.1, -0.1, 0.1], [0.4, -0.2, -0.3], [0.7, -0.5, 0.9], [-0.5, -0.1, -0.1], [-0.7, -0.4, -0.7], [-0.6, 1.3, 0.6], [0.7, 0.7, 0.0], [-0.2, -0.6, 0.7], [0.6, 0.0, 0.7], [0.7, 0.8, -0.1], [-0.8, -0.2, 0.1], [-0.4, 0.3, 0.6], [0.4, 0.2, -0.1], [0.3, 0.3, -1.0], [-0.7, -0.9, -0.6], [1.2, 0.3, 0.4], [-1.7, -0.4, 0.2], [-1.7, 1.7, 1.8], [0.9, -0.6, -1.2], [1.3, 0.0, -0.2], [0.2, -0.2, -0.2], [-1.6, 1.8, 0.1], [0.7, -2.4, -1.0], [0.2, 0.5, 1.5], [-0.1, -0.3, 0.7], [0.3, 1.0, -0.2], [-0.2, 0.2, -0.1], [0.5, -0.6, -0.2], [-0.3, -0.5, 0.2], [-0.1, -0.3, 0.4], [0.1, -0.2, -0.2], [-0.1, -0.1, -0.3], [0.0, 0.3, 0.2], [0.3, 0.1, -0.1], [0.2, -0.2, -0.8], [-0.5, 0.1, -0.1], [0.8, -0.1, 0.2], [0.8, 0.3, -0.5], [-0.2, 0.2, -0.3], [0.2, -0.5, 0.4], [-0.6, 1.1, -0.1], [0.0, 0.4, 0.6], [0.1, -0.5, -0.6], [2.3, -0.4, 1.7], [-1.5, -0.6, 0.8], [2.0, -1.1, -0.5], [-0.8, -0.2, -1.2], [-2.0, 3.1, -3.3], [4.1, -2.6, 4.8], [-2.1, 0.8, -1.7], [0.3, 0.5, 0.6], [-0.9, 0.3, -1.1], [0.0, 0.2, -0.3], [-0.8, 0.2, 1.2], [-0.4, -0.2, -0.4], [0.0, 0.0, -0.6], [-0.3, -0.2, 0.8], [-0.3, -1.0, 0.0], [-0.1, 0.0, -0.9], [-6.0, 3.7, -0.3], [7.9, -1.1, 4.8], [-1.4, -0.7, -2.0], [0.4, -0.2, -1.4], [-0.1, -0.4, -0.1], [-0.1, 0.2, -0.1], [0.1, -0.6, -0.4], [-0.1, 1.0, 0.3], [-0.1, -0.2, -0.3], [0.2, -0.5, -0.5], [0.2, 1.1, -0.5], [-0.9, 3.7, 1.5], [-1.1, 2.0, 2.0], [1.5, -1.8, -2.5], [0.6, -3.2, -1.0], [-1.7, 2.4, 0.2], [1.2, -1.3, 1.7], [0.0, -0.1, -0.7], [-0.3, -0.3, 0.5], [0.2, -0.6, 0.4], [0.2, -1.5, -0.2], [0.0, 0.0, -0.3], [0.2, -0.5, -0.9], [0.0, -0.3, 0.4], [-0.3, -3.0, -0.9], [0.6, 0.1, 0.3], [0.5, -0.3, 0.3], [1.3, 0.3, 0.6], [-0.5, -2.9, -1.7], [-1.2, 2.9, 0.9], [0.0, 0.3, -0.5], [-0.4, 0.5, 0.2], [0.1, 0.3, -0.3], [0.8, 1.0, 0.0], [-0.8, 0.6, 0.7], [0.1, 0.5, 0.0], [1.3, 1.2, -0.3], [-1.4, -1.1, -0.2], [-1.4, -1.4, -2.0], [-1.8, 1.8, 1.1], [0.4, 0.8, 3.1], [1.2, -1.0, -4.3], [0.7, -0.6, 2.2], [-0.4, -0.2, -0.1], [0.1, 0.3, 0.0], [0.0, 0.0, 0.4], [0.0, -0.2, -0.1], [0.3, -0.9, 0.6], [1.2, 1.4, -0.2], [-1.0, 1.8, 0.2], [-1.4, 3.0, -1.6], [0.7, 0.6, 0.0], [0.4, -1.5, 0.3], [1.2, 0.4, -1.5], [0.3, -1.7, 1.3], [-1.5, -0.1, 1.7], [0.4, -1.0, 0.3], [-0.1, 0.3, 0.0], [-0.1, -0.4, -0.5], [0.0, -0.1, -0.3], [0.4, -0.3, 0.0], [0.7, -1.1, 0.0], [1.4, 0.4, -0.3], [0.0, -2.4, -2.9], [-0.3, 2.2, -0.1], [-0.6, -0.7, 0.7], [0.5, 0.9, -0.3], [0.2, -0.6, -0.2], [0.1, 0.0, 2.0], [-0.7, -0.3, 0.2], [-0.1, 0.6, -0.2], [-0.3, 0.2, 0.1], [-0.4, -0.1, 0.6], [0.4, -0.5, 0.3], [-0.3, 0.3, 0.0]]}

ΔE to the lowest compared entry with this formula, charge and spin across the listed records, respectively: 302.3 127.1 1399.8 kJ/mol.